Record 1
Computed, not measured: a structure of composition C48H47AuNO7, with ωB97M-V/def2-TZVPD.

```
104
Properties=species:S:1:pos:R:3
Au 1.1331 -0.0680 -0.8811
C -3.8008 3.2694 1.1673
C -2.3934 3.1938 1.7009
C -2.1175 4.2441 2.7648
O -1.4847 3.2909 0.6281
C -0.2936 2.6717 1.0746
C -0.8282 1.4890 1.9508
O -2.1572 1.8928 2.2293
C -0.8024 -0.0719 1.6106
O 0.4337 -0.4230 1.0120
C -2.0520 -0.8190 0.8921
C -1.9645 -2.4072 1.0194
C -2.8615 -3.3342 -1.4838
C -3.4977 -2.5617 -2.5824
C -3.4247 -1.2349 -2.7277
C -2.7357 -0.3670 -1.7426
C -0.7718 -0.7023 3.0490
C -1.7964 -0.3845 3.9384
C -1.8076 -0.9222 5.2182
C -0.8005 -1.7771 5.6396
C 0.2317 -2.0847 4.7676
C 0.2454 -1.5484 3.4843
C 0.6168 2.5514 -0.1399
O 0.1038 1.5638 -1.0320
C 0.5818 3.9127 -0.8629
C -0.1787 4.0826 -2.0141
C -0.2178 5.3200 -2.6462
C 0.4937 6.3922 -2.1263
C 1.2485 6.2236 -0.9717
C 1.2973 4.9859 -0.3446
C 2.0937 2.2316 0.1804
C 2.5789 1.9380 1.4526
C 3.9322 1.6841 1.6406
C 4.8163 1.7123 0.5635
C 4.3430 1.9968 -0.7106
C 2.9923 2.2574 -0.9017
H -4.0824 4.3118 1.0112
H -4.4881 2.8226 1.8875
H -3.8726 2.7441 0.2136
H -2.0946 5.2336 2.3038
H -1.1654 4.0640 3.2698
H -2.9086 4.2177 3.5159
H 0.2320 3.3535 1.7511
H -0.2504 1.5450 2.8763
H -0.9668 -2.7024 1.3413
H -3.4152 -4.1923 -1.1195
H -4.0582 -3.1372 -3.3121
H -3.9233 -0.7526 -3.5633
H -3.1007 0.6437 -1.5988
H -2.5870 0.2901 3.6394
H -2.6185 -0.6670 5.8909
H -0.8197 -2.1970 6.6383
H 1.0327 -2.7437 5.0828
H 1.0443 -1.7992 2.8178
H -0.7469 3.2470 -2.4057
H -0.8128 5.4481 -3.5435
H 0.4609 7.3577 -2.6170
H 1.8085 7.0560 -0.5610
H 1.9021 4.8624 0.5501
H 1.9139 1.8997 2.3071
H 4.2985 1.4747 2.6396
H 5.8744 1.5385 0.7253
H 5.0247 2.0408 -1.5529
H 2.6263 2.5424 -1.8858
C 4.9911 -2.2406 -0.5179
C 3.5767 -1.8898 -0.2185
C 2.9395 -2.3689 1.0301
O 2.9396 -1.2240 -1.0440
H 5.0920 -3.3315 -0.5214
H 5.6241 -1.8588 0.2898
H 5.3080 -1.8301 -1.4742
H 3.6451 -2.8570 1.6968
H 2.1409 -3.0676 0.7559
H 2.4718 -1.5169 1.5184
C 0.6860 -0.4919 -4.4444
O 1.3454 -1.0898 -3.3098
C 1.6454 -2.4521 -3.4255
C 2.8670 -2.8403 -3.9359
C 3.2466 -4.1729 -3.8893
C 2.3836 -5.0996 -3.3142
C 1.1378 -4.7185 -2.8309
C 0.7281 -3.3823 -2.8976
N -0.5240 -2.9411 -2.5240
C -1.3434 -3.4779 -1.4541
C -2.0375 -2.5367 -0.5129
C -3.0087 -3.1054 1.8355
C -4.1404 -2.4956 2.1518
C -4.3929 -1.1073 1.7192
C -3.4563 -0.3380 1.1794
C -2.0159 -1.0495 -0.6448
O -1.2705 -0.4543 -1.6661
H 1.3449 -0.5184 -5.3102
H 0.4585 0.5382 -4.1787
H -0.2356 -1.0286 -4.6687
H 3.5338 -2.0839 -4.3387
H 4.2040 -4.4830 -4.2901
H 2.6711 -6.1442 -3.2690
H 0.4561 -5.4672 -2.4430
H -0.6546 -1.9591 -2.6523
H -0.9843 -4.4114 -1.0393
H -2.8170 -4.1291 2.1440
H -4.9078 -3.0158 2.7151
H -5.3939 -0.7067 1.8426
H -3.7168 0.6475 0.8182
```

Computed properties:
Charge = +1
LUMO energy = -5.46 eV
Orbital gap = 4.49 eV
Relative energy (zero: lowest compared OMol25 entry of this formula, charge and spin) = 477.2 kJ/mol


Record 2
Computed, not measured: a cluster of 11 separate species, C12H46O11 in total in a non-equilibrium geometry, with ωB97M-V/def2-TZVPD.

```
69
Properties=species:S:1:pos:R:3
O 3.1999 -1.0556 1.3213
H 3.7232 -0.2740 1.1436
H 2.4585 -0.7363 1.8356
O 1.2808 -0.3038 -2.8752
H 1.9773 0.3176 -3.0871
H 1.7405 -1.1152 -2.6593
O 1.0807 2.9631 -2.1888
H 1.8263 3.0333 -2.7850
H 1.4719 2.7699 -1.3369
O -2.1413 0.4852 1.9570
H -1.7659 0.9222 2.7214
H -1.3895 0.2955 1.3957
O -2.4020 1.6586 -0.5602
H -2.4610 1.3245 0.3349
H -1.8083 1.0528 -1.0038
O 0.2751 0.1702 0.3654
H 0.9929 0.7733 0.5583
H 0.4433 -0.1247 -0.5296
O 2.4280 2.3864 0.2624
H 2.0916 3.1871 0.6648
H 3.3791 2.4940 0.2727
C 0.0767 -2.0023 3.4473
C -1.1770 -2.8390 3.3722
C -1.9803 -2.9308 4.6804
O -1.9882 -2.3386 2.4062
H -0.2217 -1.0464 3.8778
H 0.4395 -1.8533 2.4303
H 0.8531 -2.4453 4.0710
H -0.8757 -3.8576 3.1279
H -2.0762 -1.9588 5.1642
H -1.4529 -3.5483 5.4075
H -2.9496 -3.4292 4.6858
H -2.0952 -1.3847 2.4215
C 1.1871 -3.3748 0.0717
C 2.3839 -3.5602 -0.9161
C 2.0401 -4.0782 -2.3290
O 3.0641 -2.3557 -1.0439
H 0.5470 -2.5664 -0.2816
H 1.6002 -3.0709 1.0335
H 0.6003 -4.2904 0.1457
H 2.9914 -4.3081 -0.4065
H 2.8868 -4.0956 -3.0152
H 1.1832 -3.5393 -2.7332
H 1.5673 -5.0602 -2.3381
H 3.1084 -1.9448 -0.1775
C -3.5622 -0.6122 -3.4182
C -2.1336 -1.0284 -3.8006
C -1.5699 -0.1925 -4.9115
O -1.4407 -0.7592 -2.6411
H -4.1667 -0.4755 -4.3148
H -3.5578 0.3762 -2.9588
H -4.0489 -1.3094 -2.7362
H -2.1022 -2.1028 -3.9816
H -2.2606 -0.3143 -5.7459
H -0.5747 -0.5319 -5.1987
H -1.5197 0.8401 -4.5660
H -0.5676 -0.4589 -2.9041
C -0.5158 3.6173 1.6931
C 0.4923 4.6805 1.2149
C -0.0141 6.1147 1.2703
O 1.5438 4.5232 2.1641
H -1.3355 3.4752 0.9888
H -0.8849 3.7150 2.7140
H -0.0321 2.6506 1.8334
H 0.8032 4.4109 0.2056
H -0.0700 6.5477 2.2691
H -0.9636 6.2168 0.7448
H 0.5933 6.8531 0.7470
H 1.7745 5.4184 2.4229
```

Computed properties:
Charge = +1
LUMO energy (alpha / beta) = -2.54 / -9.08 eV
Orbital gap (alpha / beta) = 9.14 / 2.60 eV
2S+1 = 2
Relative energy (zero: lowest compared OMol25 entry of this formula, charge and spin) = 37.9 kJ/mol


Record 3
Computed, not measured: a structure of composition H42O25RbS in a non-equilibrium geometry, with ωB97M-V/def2-TZVPD.

```
69
Properties=species:S:1:pos:R:3
Rb -0.3844 -0.0384 -0.3245
S 1.9999 -1.0312 2.4026
O 3.4432 -0.8374 2.1080
O 1.3244 0.1459 2.8344
O 1.3394 -1.5514 1.2080
O 1.8712 -2.0661 3.4528
O 0.4125 -4.6091 -1.2106
H -0.5157 -4.8398 -1.1740
H 0.6220 -4.6044 -2.1446
O 1.5863 1.7357 4.6299
H 1.5065 1.0647 3.9520
H 2.4858 1.6514 4.9462
O -3.0202 0.8931 -0.8555
H -3.6834 0.2341 -0.6502
H -3.4375 1.4596 -1.5045
O 4.6382 1.2580 1.2623
H 4.8882 0.9782 0.3817
H 4.0109 0.5969 1.5552
O -2.2273 1.9395 1.7085
H -2.9765 1.5733 1.2385
H -1.9748 1.2549 2.3281
O -0.8254 -2.5346 4.4095
H -0.9352 -3.0205 3.5922
H 0.1197 -2.4033 4.4856
O -1.3408 -0.1578 3.0427
H -0.3943 -0.0244 2.9917
H -1.4436 -0.9479 3.5731
O -2.8795 4.4245 0.3747
H -2.2892 5.1779 0.3882
H -2.5790 3.8713 1.0958
O -4.0989 3.0821 -2.0665
H -5.0252 3.2292 -2.2575
H -4.0098 3.2892 -1.1363
O 1.6833 1.8572 0.9226
H 1.0075 2.4677 1.2172
H 1.6084 1.1109 1.5173
O 0.3625 -1.0747 -2.9511
H 0.6539 -1.9755 -3.0920
H 1.1565 -0.5482 -3.0439
O -0.1347 2.0760 -4.1222
H -0.7783 2.7582 -4.3136
H 0.3819 2.4297 -3.3981
O 1.7247 2.3610 -2.1781
H 2.1785 1.7773 -1.5702
H 2.0896 3.2271 -1.9967
O 2.9830 -0.8522 -0.9444
H 3.8554 -0.9789 -0.5713
H 2.3868 -1.2142 -0.2888
O -2.6995 -1.9905 -3.9807
H -1.7499 -2.0929 -3.9180
H -2.8254 -1.0818 -4.2540
O -0.5104 -3.4991 1.8667
H 0.3582 -3.1023 1.9317
H -0.8681 -3.1607 1.0459
O 2.8246 -0.4172 -3.7223
H 3.1958 -1.2809 -3.9026
H 3.0826 -0.2286 -2.8200
O -2.0984 0.5474 -4.9996
H -1.4056 0.9013 -4.4418
H -2.5066 1.3184 -5.3935
O -2.6670 -2.1977 0.1419
H -3.0051 -2.9681 -0.3146
H -3.4200 -1.8537 0.6223
O 0.2598 3.5243 3.0879
H 0.7481 2.9183 3.6452
H -0.6574 3.3766 3.3188
O 2.4096 -4.0673 0.8967
H 2.2667 -3.2018 1.2797
H 1.9012 -4.0579 0.0858
```

Computed properties:
Charge = -1
LUMO energy = 1.30 eV
Orbital gap = 7.43 eV


Record 4
Computed, not measured: a structure of composition C22H33GeIrN6Se in a non-equilibrium geometry, with ωB97M-V/def2-TZVPD.

```
64
Properties=species:S:1:pos:R:3
Ir 0.1203 -1.0297 -0.0107
Se -7.7310 -0.3245 0.0965
N -6.4171 0.8535 0.0480
C -5.3227 0.1489 0.0006
C -3.9916 0.7471 -0.0445
C -3.8248 2.1250 -0.0742
C -2.5501 2.6332 -0.1059
C -1.5203 1.7234 -0.0844
N -1.6230 0.4127 -0.0716
C -2.8726 -0.0896 -0.0658
C -3.0171 -1.5455 -0.1183
N -1.8912 -2.2714 -0.2510
C -2.0302 -3.5862 -0.3879
C -3.2480 -4.2506 -0.3329
C -4.3906 -3.5150 -0.1633
C -4.2797 -2.1302 -0.0826
C -5.4651 -1.2782 -0.0008
N -6.6790 -1.7426 0.0463
H -4.7016 2.7636 -0.0735
H -2.3511 3.6962 -0.1367
H -0.4975 2.1613 -0.0681
H -1.1379 -4.1703 -0.5562
H -3.2721 -5.3300 -0.4331
H -5.3739 -3.9683 -0.1194
C 3.1852 0.2555 0.9657
N 2.6209 -0.3506 -0.2668
C 3.1157 0.3837 -1.4556
C 3.2091 -1.7111 -0.3931
C 2.6010 -2.7183 0.5395
N 1.1526 -2.8586 0.2787
C 0.5671 -3.5991 1.4242
C 0.9730 -3.5973 -1.0070
H 4.2701 0.1007 1.0159
H 2.7264 -0.1699 1.8567
H 3.0168 1.3337 0.9769
H 4.2084 0.3129 -1.5282
H 2.8687 1.4406 -1.4024
H 2.6769 -0.0377 -2.3595
H 4.2824 -1.6391 -0.1856
H 3.1144 -2.0291 -1.4263
H 2.7544 -2.4069 1.5732
H 3.0803 -3.6953 0.4180
H 0.9123 -4.6377 1.4152
H -0.5127 -3.5793 1.4052
H 0.8909 -3.1298 2.3486
H 0.9485 -4.6753 -0.8255
H 1.8020 -3.4008 -1.6758
H 0.0735 -3.2819 -1.5185
C 0.5264 5.0477 -0.5201
Ge 1.8321 3.7894 0.1768
C 3.4566 3.8817 -0.8783
C 2.1715 4.0515 2.0604
C 0.9943 1.9644 -0.0135
H 1.0428 5.9990 -0.6573
H -0.2904 5.1957 0.1891
H 0.1263 4.7270 -1.4859
H 3.7564 4.9337 -0.8758
H 3.2929 3.5727 -1.9139
H 4.2599 3.2887 -0.4368
H 2.5318 5.0749 2.2006
H 2.9399 3.3655 2.4277
H 1.2610 3.9223 2.6529
H 0.8349 1.4878 -0.9761
H 0.7942 1.3560 0.8663
```

Computed properties:
Charge = +2
LUMO energy (alpha / beta) = -8.18 / -8.18 eV
Orbital gap (alpha / beta) = 4.85 / 4.85 eV


Record 5
Computed, not measured: a structure of composition CH2NO3S in a non-equilibrium geometry, with ωB97M-V/def2-TZVPD.

```
8
Properties=species:S:1:pos:R:3
C 0.6210 0.5566 -1.2161
N 1.4751 0.4848 -0.4002
O -0.5897 -1.2596 0.0385
O -0.0804 0.6314 -2.1421
O -1.1630 0.3978 1.7827
S -0.1190 -0.6261 1.5483
H 1.0562 0.2886 0.5618
H -1.2002 -0.4735 -0.1729
```

Computed properties:
Charge = -1
LUMO energy = 4.03 eV
Orbital gap = 6.32 eV
Relative energy (zero: lowest compared OMol25 entry of this formula, charge and spin) = 164.7 kJ/mol


Record 6
Computed, not measured: the ion C2H2N3O with charge +1 in a non-equilibrium geometry, with ωB97M-V/def2-TZVPD.

```
8
Properties=species:S:1:pos:R:3
N 1.8135 -0.5870 -0.1372
N 0.8948 -1.2023 -0.0758
C -0.5221 -1.1728 0.1501
N -1.0495 -0.0699 0.1439
C -0.1587 1.4995 -0.1044
O 0.9651 1.5095 0.1354
H -0.9890 -2.1373 0.3133
H -0.9541 2.1603 -0.4252
```

Computed properties:
SMILES = N#[N+]/C=N\C=O
Charge = +1
LUMO energy = -6.63 eV
Orbital gap = 9.57 eV
Relative energy (zero: lowest compared OMol25 entry of this formula, charge and spin) = 212.7 kJ/mol


Record 7
Computed, not measured: an isolated molecule of C6H10 in a non-equilibrium geometry, with ωB97M-V/def2-TZVPD.

```
16
Properties=species:S:1:pos:R:3
C -2.1218 0.1616 0.7206
C -1.5176 1.2561 0.2228
C -0.1858 1.4132 -0.4151
C 0.6006 0.4969 -0.9948
C 0.6514 -0.9766 -0.6945
C 1.5839 -1.0923 0.5136
H -1.6713 -0.8351 0.8059
H -3.1507 0.2589 1.0729
H -2.0769 2.2031 0.2250
H 0.1767 2.4407 -0.4577
H 1.5552 0.8264 -1.4134
H 1.0304 -1.5415 -1.5520
H -0.3273 -1.4108 -0.4779
H 1.0151 -0.8637 1.4253
H 2.3261 -0.2839 0.4354
H 2.1120 -2.0531 0.5840
```

Computed properties:
SMILES = C=C/C=C\CC
Charge = 0
LUMO energy = 0.96 eV
Orbital gap = 9.67 eV
Relative energy (zero: lowest compared OMol25 entry of this formula, charge and spin) = 127.1 kJ/mol


Record 8
Computed, not measured: an isolated molecule of C3H8OS in a non-equilibrium geometry, with ωB97M-V/def2-TZVPD.

```
13
Properties=species:S:1:pos:R:3
O 0.0650 2.2000 1.8688
C -0.7346 1.5359 0.8920
C 0.3114 0.4089 0.4724
C -0.5019 -0.5610 -0.5161
S 0.4124 -1.8328 -1.4684
H -0.1461 2.1753 2.8384
H -1.6845 1.1904 1.3128
H -1.0319 2.1786 0.0479
H 1.2289 0.7221 -0.0976
H 0.6019 -0.0805 1.4202
H -1.1548 -0.2196 -1.2330
H -1.0681 -0.9517 0.2224
H 1.6861 -1.5930 -1.0568
```

Computed properties:
SMILES = OCCCS
Charge = 0
LUMO energy = 0.80 eV
Orbital gap = 9.73 eV
Relative energy (zero: lowest compared OMol25 entry of this formula, charge and spin) = 139.8 kJ/mol


Record 9
Computed, not measured: the ion C5H7O5P with charge -2 in a non-equilibrium geometry, with ωB97M-V/def2-TZVPD.

```
18
Properties=species:S:1:pos:R:3
C 2.9469 0.2185 -1.0785
C 1.7943 -0.1125 -0.5238
C 1.4729 -1.5621 -0.1634
O 2.2639 -1.8910 0.7549
O 0.6226 -2.2853 -0.7586
P 0.6452 1.2410 -0.0728
O 0.0281 1.7224 -1.3614
O 1.2565 2.2118 0.8695
O -0.5773 0.5697 0.8947
C -1.5658 -0.1630 0.2326
C -2.8637 -0.0290 1.0002
H 3.3057 1.3130 -1.1498
H 3.6160 -0.4347 -1.3667
H -1.8109 0.3594 -0.6795
H -1.1744 -1.1766 -0.2110
H -2.7877 -0.4267 1.9733
H -3.3648 0.9702 0.9877
H -3.8075 -0.5252 0.6525
```

Computed properties:
SMILES = C=C(C(=O)[O-])[P@](=O)([O-])OCC
Charge = -2
LUMO energy = 6.13 eV
Orbital gap = 6.86 eV
Relative energy (zero: lowest compared OMol25 entry of this formula, charge and spin) = 30.3 kJ/mol


Record 10
Computed, not measured: an isolated molecule of C2H4N2OS in a non-equilibrium geometry, with ωB97M-V/def2-TZVPD.

```
10
Properties=species:S:1:pos:R:3
C 0.2106 -0.2690 -0.1825
C -0.9474 0.0203 1.2491
N 1.3378 0.2381 0.1574
N -0.2713 -0.4751 -1.3710
O -0.1951 0.3808 2.1418
S -2.4518 -0.0585 0.7928
H 1.5152 0.2928 1.2407
H 1.9625 0.5649 -0.5371
H -1.3788 -0.4704 -1.2514
H 0.2184 -0.2239 -2.2397
```

Computed properties:
Charge = 0
LUMO energy = 0.35 eV
Orbital gap = 8.93 eV
Relative energy (zero: lowest compared OMol25 entry of this formula, charge and spin) = 186.1 kJ/mol


Record 11
Computed, not measured: an isolated molecule of C4H8N2OS in a non-equilibrium geometry, with ωB97M-V/def2-TZVPD.

```
16
Properties=species:S:1:pos:R:3
N -1.7132 -1.4082 -0.0909
C -1.9494 0.0454 -0.1479
S -3.5588 0.4358 0.2936
C -0.7679 0.9751 -0.2417
C 0.4665 0.6955 0.1256
N 1.4645 1.6403 0.2008
C 1.0750 -0.6871 0.6499
O 2.3554 -0.7087 -0.0061
H -1.2833 -1.8215 -1.0751
H -2.8690 -1.6841 0.0040
H -0.9498 2.1652 -0.5561
H 1.2137 2.5185 -0.2426
H 2.2978 1.1246 -0.0260
H 1.3601 -0.7653 1.7674
H 0.4733 -1.6510 0.2515
H 2.3851 -0.8744 -0.9063
```

Computed properties:
SMILES = NC(=S)/C=C(/N)CO
Charge = 0
LUMO energy = -0.15 eV
Orbital gap = 8.16 eV
Relative energy (zero: lowest compared OMol25 entry of this formula, charge and spin) = 310.9 kJ/mol


Record 12
Computed, not measured: an isolated molecule of CH3BrO in a non-equilibrium geometry, with ωB97M-V/def2-TZVPD.

```
6
Properties=species:S:1:pos:R:3
O -0.3685 -1.0642 0.1157
C 0.3631 0.1488 0.2324
Br 2.3116 -0.0316 -0.0078
H -0.0632 -1.3788 -0.6914
H 0.1209 1.0074 -0.4173
H 0.2099 0.4840 1.1884
```

Computed properties:
SMILES = OCBr
Charge = 0
LUMO energy = 0.86 eV
Orbital gap = 11.28 eV
Relative energy (zero: lowest compared OMol25 entry of this formula, charge and spin) = 7.7 kJ/mol


no.,energy (eV)
1,-70040.05499
2,-35703.30729
3,-63367.15714
4,-156972.12667
5,-19537.19494
6,-8612.64932
7,-6382.54203
8,-16121.78885
9,-24825.79228
10,-18000.73022
11,-20137.61244
12,-73175.03621